A 6-piece molecular cluster, C81H181O3P5 overall at a distorted geometry, computed with ωB97M-V/def2-TZVPD.

The geometry in XYZ format:
```
270
Properties=species:S:1:pos:R:3:forces:R:3
C -9.189 3.136 2.177 0.7780 0.4045 -0.7906
C -7.657 3.128 2.529 -1.8565 1.2376 0.0241
C -6.957 4.530 2.166 -0.4731 -2.1517 0.1881
C -7.249 4.930 0.717 -0.4130 0.5994 -0.2970
P -6.497 6.474 0.191 0.9365 1.0218 0.4535
C -4.692 6.280 0.309 -0.8863 -0.0983 0.3536
C -4.178 5.119 -0.521 1.3858 0.5186 -0.0330
C -2.672 4.955 -0.107 -0.6555 -0.4089 -2.0976
C -1.828 3.936 -0.977 -0.4536 0.1867 1.3079
C -7.064 7.916 1.194 -0.5391 -0.7292 -0.4185
C -5.898 8.806 1.492 0.3883 0.5877 0.2033
C -6.218 10.229 1.941 0.5412 -0.8074 2.0273
C -6.951 10.422 3.319 0.0123 -0.4649 -1.3113
C -6.947 6.811 -1.514 -0.5626 -0.8925 0.4673
C -6.345 7.956 -2.280 1.5582 0.8484 1.4360
C -6.918 8.243 -3.640 0.1305 -1.5410 0.5258
C -6.870 6.884 -4.423 -0.5746 1.4543 -1.1721
H -9.258 3.087 1.090 -0.1713 -0.2907 -0.1771
H -9.677 4.088 2.386 0.1139 0.0297 0.5496
H -9.811 2.334 2.573 0.3938 -0.0164 0.1945
H -7.198 2.304 1.983 0.2877 0.1788 -0.2059
H -7.560 2.872 3.584 0.3198 0.3948 0.0626
H -5.927 4.247 2.382 0.4514 0.7087 -0.4812
H -7.218 5.373 2.806 -0.2407 -0.3638 0.3301
H -8.271 5.278 0.566 -0.6771 -0.3981 0.5690
H -7.182 4.141 -0.032 0.5176 -0.0747 0.0334
H -4.465 6.014 1.341 -0.0850 0.4716 0.2959
H -4.242 7.242 0.060 0.2350 -0.2159 0.0209
H -4.179 5.429 -1.565 -0.2382 -0.4037 -0.2302
H -4.791 4.233 -0.354 0.1440 -0.1721 -0.1499
H -2.629 4.725 0.958 0.2275 -0.1000 -0.1235
H -2.266 5.952 -0.274 0.2574 -0.0046 0.2775
H -2.015 2.940 -0.576 0.3029 0.0002 0.2219
H -0.774 4.188 -0.866 -0.0425 -0.2542 0.0170
H -1.990 3.798 -2.046 -0.5551 0.8241 -0.1029
H -7.637 7.609 2.069 0.1579 -0.1145 0.1171
H -7.760 8.476 0.569 -0.2189 -0.1581 -0.2363
H -5.330 8.940 0.571 0.2604 -0.1097 -0.0509
H -5.256 8.328 2.231 0.1788 0.0280 0.0226
H -6.699 10.787 1.138 0.0219 0.1445 0.1863
H -5.224 10.608 2.180 0.0521 0.5907 -0.6702
H -6.820 11.494 3.465 -0.9653 -0.0638 0.4503
H -6.581 9.913 4.209 0.9005 -0.1108 -0.3277
H -7.958 10.009 3.264 -0.4409 0.8934 -0.0862
H -8.021 6.982 -1.438 -0.3564 -0.4207 -0.2520
H -6.728 5.828 -1.932 -0.3753 -0.0065 -0.6778
H -5.272 7.780 -2.362 0.2614 -0.1421 -0.2116
H -6.387 8.835 -1.638 -0.2027 0.3188 0.0081
H -6.326 9.053 -4.066 0.0498 -0.3271 -0.4041
H -7.908 8.670 -3.474 -0.3162 -0.3942 -0.4971
H -7.502 6.076 -4.054 -0.1517 0.3250 0.2773
H -5.871 6.472 -4.569 0.2649 0.2778 0.3487
H -7.220 7.114 -5.430 -0.0960 -0.2953 -0.1343
C -0.013 -4.492 7.709 0.4691 1.6361 0.6764
C 0.102 -5.932 7.522 -0.0746 -2.0816 -1.3942
C 1.242 -6.582 6.665 -0.1732 0.6335 -0.8141
C 1.304 -6.076 5.125 0.0979 -1.8967 0.4639
P 1.850 -7.434 3.905 -1.7212 -0.8272 2.2432
C 0.597 -8.931 3.975 0.5893 0.9022 0.4576
C -0.875 -8.481 3.847 0.6978 1.5278 -1.9768
C -1.912 -9.465 3.298 -0.1932 -0.4608 0.6814
C -1.722 -10.095 1.894 1.1539 -0.3270 1.8099
C 1.935 -6.781 2.199 -1.1161 -0.6344 1.4369
C 1.065 -5.537 2.036 -0.0652 0.3943 -0.6997
C 1.180 -5.065 0.581 -0.4133 0.5626 -0.1592
C 0.529 -3.702 0.277 0.1681 -0.5479 0.8901
C 3.478 -7.997 4.451 -0.6040 -1.5815 -0.6586
C 3.881 -9.293 3.641 0.9102 -0.3234 -0.9431
C 4.369 -9.197 2.173 -0.1653 0.0312 0.0804
C 5.631 -8.408 1.897 0.4935 0.5171 0.2587
H -0.918 -4.285 8.280 0.1279 0.0655 0.2324
H -0.176 -3.972 6.765 0.3791 0.1692 -0.1720
H 0.851 -4.110 8.253 -0.0545 0.4972 -0.0783
H -0.828 -6.136 6.992 -0.1514 -0.8964 -0.0918
H 0.061 -6.503 8.451 0.0412 0.1936 0.1048
H 1.035 -7.648 6.758 -0.1175 -0.1770 -0.6178
H 2.243 -6.520 7.092 -0.0069 0.5348 0.1515
H 2.020 -5.276 4.938 -0.0413 0.2065 0.3354
H 0.312 -5.759 4.803 -0.0367 0.0879 -0.0280
H 0.719 -9.488 4.904 0.4949 0.1389 0.1509
H 0.987 -9.575 3.187 -0.3938 -0.0369 -0.2499
H -0.767 -7.668 3.129 -0.5094 0.5349 -0.3401
H -1.224 -7.982 4.751 0.0638 -0.3561 0.2262
H -2.927 -9.070 3.358 0.1529 0.5081 0.1630
H -1.873 -10.173 4.126 -0.4374 -1.0362 -0.5011
H -0.727 -10.536 1.955 0.3397 0.0818 -0.6714
H -1.791 -9.385 1.071 -0.1637 -0.1572 0.0738
H -2.340 -10.988 1.795 -0.4355 0.4507 -0.2637
H 1.479 -7.642 1.711 0.3048 0.1085 -0.8408
H 2.985 -6.651 1.936 -0.1323 0.0299 -0.1994
H 1.389 -4.780 2.750 0.3296 0.3308 -0.1937
H 0.013 -5.659 2.292 -0.0621 -0.5741 0.0238
H 0.673 -5.738 -0.110 0.3762 -0.6310 0.2285
H 2.254 -5.063 0.390 -0.0980 0.1322 -0.5648
H 1.075 -2.948 0.845 -0.1412 0.3806 -0.4462
H -0.498 -3.712 0.641 -0.0664 0.0206 0.1526
H 0.445 -3.489 -0.789 0.4840 0.1257 0.0319
H 3.402 -8.370 5.473 -0.1450 0.5527 0.2491
H 4.023 -7.054 4.413 0.9370 -0.4626 -0.0859
H 3.085 -10.038 3.630 -0.7985 0.5643 0.0318
H 4.594 -9.984 4.092 0.6350 0.9771 0.9503
H 3.531 -8.879 1.553 0.0839 -0.0578 -0.3503
H 4.659 -10.210 1.892 -0.5990 -0.1914 -0.1254
H 6.466 -8.885 2.411 0.0470 0.1647 0.2024
H 5.595 -7.362 2.201 -0.0831 0.1445 0.3106
H 5.946 -8.368 0.854 -0.4098 -0.3182 -0.1669
C 9.645 2.780 -4.190 -0.0343 2.2278 -0.6117
C 9.356 1.545 -3.463 0.5732 -2.2006 0.7601
C 7.939 1.450 -2.874 -0.6077 0.0756 -1.3131
C 6.962 0.693 -3.908 1.1575 -0.5510 1.6971
P 5.222 0.524 -3.470 1.1974 1.2272 0.8083
C 5.066 -0.645 -2.010 0.3504 -0.9037 -1.9833
C 5.968 -1.976 -2.211 -1.3841 1.0644 2.0023
C 5.688 -2.965 -1.007 -1.1045 -0.5285 -1.3364
C 4.249 -3.705 -0.983 1.4134 1.6016 -0.8581
C 4.531 2.213 -3.075 -0.3783 -1.9974 0.7582
C 4.524 2.643 -1.578 1.0530 0.6612 -1.3940
C 3.811 4.000 -1.329 -0.4483 -0.4179 0.4625
C 2.326 4.039 -1.627 0.1653 -0.9533 0.3124
C 4.229 -0.030 -4.872 -0.9314 0.1452 -0.5406
C 4.574 -1.142 -5.850 2.2154 0.5279 0.7074
C 3.485 -1.746 -6.657 -0.4794 -1.5858 0.1142
C 2.665 -0.973 -7.700 1.0655 -0.7896 0.2917
H 9.190 2.785 -5.180 0.0040 0.0382 -0.1120
H 10.681 3.096 -4.308 0.1623 -0.6876 -0.0554
H 9.227 3.631 -3.652 -0.2270 0.1723 0.0422
H 10.062 1.313 -2.665 0.0758 0.6459 0.3141
H 9.586 0.691 -4.101 -0.4156 -0.2560 -0.3132
H 7.574 2.473 -2.792 -0.1172 0.0682 0.2917
H 8.040 1.031 -1.873 -0.6567 -0.3593 -0.0953
H 7.226 -0.363 -3.845 0.5522 -0.1878 -0.4809
H 7.221 1.045 -4.906 -0.5841 0.0474 -0.0709
H 4.003 -0.887 -2.039 -0.1450 -0.2662 0.0171
H 5.217 -0.160 -1.046 0.5063 0.0764 -0.1852
H 7.007 -1.649 -2.173 0.0503 -0.1669 0.1611
H 5.843 -2.506 -3.155 -0.3982 0.2643 -0.0710
H 5.784 -2.461 -0.046 0.4554 0.0017 -0.0610
H 6.469 -3.707 -1.174 -0.0656 -0.2167 0.6843
H 3.476 -2.985 -0.713 -0.0660 0.0410 0.6000
H 4.256 -4.571 -0.321 0.0150 0.1546 -0.1403
H 3.933 -3.963 -1.994 0.3266 -0.5639 -0.0702
H 3.544 1.852 -3.362 -0.7285 1.3171 -0.3359
H 5.011 2.915 -3.757 -0.3792 0.0463 -0.0908
H 5.581 2.772 -1.344 0.0962 0.0824 0.4035
H 4.197 1.779 -0.999 -0.5166 0.3876 0.2725
H 4.279 4.871 -1.786 0.5117 -0.3606 -0.1254
H 3.751 4.195 -0.258 0.9718 -0.0091 0.2413
H 1.950 4.965 -1.192 -0.3693 0.0894 -0.6844
H 1.931 3.237 -1.004 -0.5650 -0.1601 -0.0231
H 2.060 3.805 -2.658 -0.1479 0.5456 0.0380
H 4.026 0.852 -5.479 -0.0231 0.4392 0.2282
H 3.265 -0.335 -4.464 -0.2401 0.2640 0.4571
H 5.122 -1.901 -5.293 -0.3328 -0.5290 0.0113
H 5.338 -0.853 -6.572 0.1452 0.7054 0.0887
H 2.874 -2.406 -6.042 -0.4430 0.2860 0.2535
H 4.110 -2.497 -7.140 -0.4543 -0.1618 -0.8864
H 3.412 -0.540 -8.366 -0.4257 0.4300 -0.2458
H 1.951 -0.238 -7.329 0.1826 0.0741 0.0986
H 2.135 -1.750 -8.251 -0.1845 0.2999 -0.1791
C -4.582 -0.985 0.647 0.9831 -1.1380 0.3535
C -3.444 -0.187 0.060 -0.2385 -0.0787 -0.6401
C -4.007 0.819 -0.915 0.7984 -0.0538 -0.5741
C -4.570 0.130 -2.202 -0.3252 0.3933 0.6488
P -3.518 -0.020 -3.695 -1.7292 1.7049 -0.9884
C -4.520 -0.510 -5.137 -1.7550 0.1492 0.8161
C -5.568 0.556 -5.640 0.8849 1.1814 -0.2239
C -5.873 0.458 -7.160 -0.1719 -0.3071 -0.3058
C -6.695 -0.793 -7.590 0.3737 0.9200 0.7822
C -2.310 -1.283 -3.380 -0.1413 -0.5069 0.9520
C -1.576 -1.917 -4.529 1.0505 -0.2067 -0.8548
C -0.268 -2.647 -4.131 0.2886 1.4131 -0.2583
C 0.933 -1.593 -4.149 -0.4839 -2.3978 0.3419
C -2.822 1.617 -4.119 -0.9068 0.1826 1.0314
C -2.178 1.809 -5.466 2.6282 0.5383 0.1133
C -0.940 2.822 -5.324 -1.5433 -1.2867 -0.6982
C 0.173 2.377 -4.370 -0.9263 0.0994 -0.4530
H -4.067 -1.766 1.207 -0.4158 0.0068 0.6745
H -5.161 -1.586 -0.054 -0.4430 0.6027 -0.0744
H -5.130 -0.314 1.308 -0.4880 -0.4933 -0.0940
H -2.760 -0.828 -0.496 0.4594 -0.2015 0.4019
H -3.002 0.271 0.945 0.6655 0.2593 -0.3407
H -3.285 1.549 -1.280 0.1350 0.1630 0.3556
H -4.725 1.356 -0.295 -0.6100 0.2574 -0.7842
H -5.492 0.679 -2.394 -0.0137 -0.1859 -0.8349
H -4.859 -0.905 -2.018 -0.1907 -0.0429 0.1938
H -5.106 -1.377 -4.833 0.5181 -0.6233 -0.2407
H -3.786 -0.718 -5.916 -0.2194 -0.2498 -0.1732
H -5.096 1.475 -5.291 0.3667 0.7744 -1.2139
H -6.501 0.792 -5.129 -0.3287 -1.6132 0.5811
H -4.945 0.457 -7.733 0.2284 0.0197 0.0941
H -6.447 1.301 -7.546 0.2053 0.4084 0.4836
H -7.752 -0.661 -7.359 0.0475 -0.0944 0.3219
H -6.287 -1.631 -7.025 -0.2688 -0.4966 -0.5605
H -6.665 -0.890 -8.675 0.3466 -0.3826 0.1613
H -2.875 -2.035 -2.829 -0.1924 -0.2708 0.0121
H -1.641 -0.901 -2.609 0.3886 0.2421 -0.0576
H -1.260 -1.133 -5.218 -0.0480 0.0393 -0.1709
H -2.158 -2.605 -5.143 -0.5380 0.1355 0.3660
H -0.143 -3.484 -4.817 0.4418 0.2957 -0.2364
H -0.339 -3.134 -3.158 -0.0584 0.2261 0.2422
H 1.837 -2.191 -4.034 0.2400 0.0927 0.1696
H 0.881 -0.946 -3.274 -0.1506 0.3650 -0.2835
H 1.056 -1.092 -5.110 -0.4141 0.2504 0.1659
H -2.247 1.854 -3.224 1.0353 -0.0913 -0.2647
H -3.537 2.433 -4.018 -0.8841 -0.4307 0.0930
H -2.821 2.169 -6.269 -0.3741 -0.0573 0.3967
H -1.751 0.869 -5.816 0.0671 -0.0707 -0.1665
H -1.302 3.825 -5.096 -0.1554 -0.0396 0.3957
H -0.583 2.927 -6.349 0.4326 -0.0447 0.0685
H 0.668 1.472 -4.723 0.6562 0.4149 -0.5930
H -0.156 2.019 -3.394 -0.3525 0.7600 0.1426
H 0.739 3.305 -4.298 0.8562 -0.6680 0.3709
C 7.015 1.969 1.760 0.4514 0.4385 -1.2141
C 5.560 1.553 1.944 0.4694 0.5433 -0.0991
C 5.376 0.045 1.920 -0.9038 0.2571 1.1363
C 3.826 -0.385 1.841 2.3001 0.0940 -0.4473
P 2.902 -0.275 3.334 -2.0373 1.0781 1.2041
C 1.492 -1.443 3.115 0.3193 0.5573 0.1349
C 0.339 -1.329 4.149 0.7358 -1.1637 -1.0594
C -0.728 -2.465 3.966 -0.9184 0.4893 1.2236
C -1.743 -2.315 2.863 -0.2131 1.6974 -1.3013
C 2.284 1.489 3.469 0.1959 -0.6589 -1.1473
C 1.245 2.010 2.449 -0.4135 -0.8741 1.5386
C 0.682 3.346 2.958 0.1056 -0.7995 -1.9239
C -0.063 3.997 1.786 -0.3896 0.7549 1.1027
C 3.832 -0.452 4.824 0.8922 0.1253 0.8395
C 3.207 -0.129 6.202 -0.5338 -0.3493 1.2134
C 4.008 -0.832 7.304 0.0154 -0.7741 -0.3761
C 3.595 -0.522 8.743 1.1541 1.2837 -1.0970
H 7.262 1.943 0.699 0.0848 -0.2979 -0.2498
H 7.790 1.375 2.244 -0.3562 -0.1293 0.3743
H 7.192 3.020 1.990 -0.1728 -0.0621 0.4253
H 4.957 1.994 1.150 -0.0633 0.2908 -0.0601
H 5.269 2.029 2.881 -0.5249 -0.3700 0.1766
H 5.825 -0.242 2.871 -0.1709 -0.7234 0.0313
H 6.040 -0.393 1.176 -0.5443 -0.1896 -0.3666
H 3.686 -1.407 1.487 0.1394 -0.0231 -0.3015
H 3.289 0.316 1.202 0.0275 -0.1414 -0.5099
H 1.842 -2.472 3.040 0.3752 -0.0117 0.1879
H 1.220 -1.178 2.094 -0.5662 0.0210 -0.1483
H -0.003 -0.297 4.073 -0.6792 -0.1761 0.3205
H 0.787 -1.501 5.128 -0.1590 0.2371 0.0797
H -1.307 -2.431 4.889 0.1228 -0.2445 0.2923
H -0.303 -3.469 3.937 0.5510 0.1475 -0.0185
H -2.475 -1.525 3.035 0.2191 0.4716 0.6067
H -2.449 -3.085 2.552 0.7978 -0.8572 0.3163
H -1.197 -1.935 1.999 -0.1581 -0.3086 -0.6090
H 3.101 2.111 3.104 0.7778 -0.2189 0.9877
H 2.047 1.703 4.511 -0.0491 0.0050 -0.1021
H 0.392 1.336 2.374 -0.0508 -0.2243 -0.3546
H 1.765 2.067 1.493 -0.2687 0.2994 -0.2486
H 1.498 3.963 3.336 -0.2235 0.1873 0.1113
H -0.074 3.138 3.715 0.3762 0.1068 0.3623
H 0.491 4.170 0.863 0.3100 0.0082 0.2882
H -0.411 4.937 2.214 -0.0913 0.3812 -0.5842
H -0.972 3.455 1.526 0.1472 -0.3217 0.0684
H 4.681 0.202 4.626 0.0644 0.5782 0.2049
H 4.385 -1.387 4.913 -0.4691 -0.5337 -0.2443
H 2.173 -0.432 6.365 -0.1940 -0.3292 -0.6731
H 3.160 0.907 6.539 0.3992 0.4391 -0.8387
H 5.046 -0.561 7.109 0.2613 0.0471 0.4750
H 3.973 -1.913 7.167 -0.1028 -0.2243 -0.3062
H 3.833 0.539 8.817 -0.3160 0.2601 0.5677
H 4.330 -1.003 9.387 -0.6630 -0.2731 0.3462
H 2.535 -0.648 8.965 0.2455 -0.4324 0.1322
O -0.138 1.464 -1.150 0.0963 2.6209 -1.7550
C 0.800 0.628 -0.905 1.5267 0.9476 -2.0175
O 0.418 -0.229 -0.165 1.4936 -4.5556 2.8812
O 1.944 0.615 -1.455 0.0197 -0.0016 0.3848
H -0.667 0.890 -0.591 -3.1146 0.7383 0.7266
```
Forces are in eV/Å.

Its spin multiplicity is 2. Its largest force on an atom is 5.59 eV/Å. Its expectation value of S² is 0.757. The net charge is +5. The HOMO-LUMO gap (spin up / spin down) is 9.862 / 4.390 eV. The LUMO energy (spin up / spin down) is -8.286 / -13.759 eV.

Results of the Löwdin charge analysis, in e, for atoms 1 through 99: number 1, C, carries -0.097; number 2, C, carries -0.208; number 3, C, carries -0.204; number 4, C, carries -0.296; number 5, P, carries 1.020; number 6, C, carries -0.287; number 7, C, carries -0.234; number 8, C, carries -0.199; number 9, C, carries -0.089; number 10, C, carries -0.238; number 11, C, carries -0.295; number 12, C, carries -0.227; number 13, C, carries -0.080; number 14, C, carries -0.288; number 15, C, carries -0.279; number 16, C, carries -0.206; number 17, C, carries -0.090; number 18, H, carries 0.057; number 19, H, carries 0.076; number 20, H, carries 0.080; number 21, H, carries 0.085; number 22, H, carries 0.102; number 23, H, carries 0.095; number 24, H, carries 0.108; number 25, H, carries 0.098; number 26, H, carries 0.104; number 27, H, carries 0.101; number 28, H, carries 0.099; number 29, H, carries 0.110; number 30, H, carries 0.095; number 31, H, carries 0.090; number 32, H, carries 0.115; number 33, H, carries 0.029; number 34, H, carries 0.049; number 35, H, carries 0.063; number 36, H, carries 0.103; number 37, H, carries 0.109; number 38, H, carries 0.091; number 39, H, carries 0.120; number 40, H, carries 0.118; number 41, H, carries 0.109; number 42, H, carries 0.081; number 43, H, carries 0.073; number 44, H, carries 0.066; number 45, H, carries 0.121; number 46, H, carries 0.087; number 47, H, carries 0.111; number 48, H, carries 0.110; number 49, H, carries 0.121; number 50, H, carries 0.120; number 51, H, carries 0.064; number 52, H, carries 0.070; number 53, H, carries 0.076; number 54, C, carries -0.122; number 55, C, carries -0.277; number 56, C, carries -0.182; number 57, C, carries -0.226; number 58, P, carries 1.068; number 59, C, carries -0.206; number 60, C, carries -0.254; number 61, C, carries -0.241; number 62, C, carries -0.075; number 63, C, carries -0.254; number 64, C, carries -0.258; number 65, C, carries -0.230; number 66, C, carries -0.087; number 67, C, carries -0.238; number 68, C, carries -0.214; number 69, C, carries -0.265; number 70, C, carries -0.107; number 71, H, carries 0.093; number 72, H, carries 0.053; number 73, H, carries 0.084; number 74, H, carries 0.104; number 75, H, carries 0.125; number 76, H, carries 0.095; number 77, H, carries 0.105; number 78, H, carries 0.076; number 79, H, carries 0.063; number 80, H, carries 0.100; number 81, H, carries 0.073; number 82, H, carries 0.073; number 83, H, carries 0.110; number 84, H, carries 0.110; number 85, H, carries 0.113; number 86, H, carries 0.057; number 87, H, carries 0.073; number 88, H, carries 0.084; number 89, H, carries 0.100; number 90, H, carries 0.097; number 91, H, carries 0.075; number 92, H, carries 0.109; number 93, H, carries 0.123; number 94, H, carries 0.076; number 95, H, carries 0.039; number 96, H, carries 0.066; number 97, H, carries 0.061; number 98, H, carries 0.101; number 99, H, carries 0.094